No. 1
{
  "formula": "C5H8O2",
  "method": "the ωB97M-V functional and the def2-TZVPD basis",
  "energy_ha": -345.68382,
  "molar_mass_g_mol": 100.12,
  "homo_lumo_gap_ev": 8.3482,
  "homo_ev": -7.673,
  "smiles": "C/C=C\\O.C=C=O",
  "de_lowest_kcal_mol": 76.0,
  "fmax_ev_per_a": 1.41,
  "symbols": ["C", "C", "C", "O", "H", "H", "H", "H", "H", "H", "C", "C", "O", "H", "H"],
  "xyz": [[-1.261, -0.573, -0.185], [-0.320, 0.427, -0.785], [0.718, -0.084, -1.439], [1.258, -1.246, -0.920], [-1.400, -1.136, -1.107], [-0.837, -1.275, 0.537], [-2.213, -0.168, 0.166], [-0.656, 1.444, -0.941], [1.259, 0.410, -2.233], [1.692, -1.780, -1.592], [0.725, 0.927, 1.321], [-0.235, 0.588, 2.141], [-1.045, 0.321, 2.939], [1.437, 0.178, 1.006], [0.877, 1.968, 1.092]],
  "atomic_forces_ev_per_a": [[-0.2, -0.3, -0.3], [-0.4, -0.4, -1.3], [0.4, 0.8, 0.2], [-0.2, -0.4, -0.4], [-1.0, -0.7, 0.4], [0.0, 0.3, 0.0], [0.3, 0.0, 0.0], [0.0, -0.1, -0.3], [0.4, 0.2, 0.2], [0.0, 0.1, -0.1], [0.4, 0.1, 1.2], [0.2, 0.3, 1.3], [0.2, 0.0, -0.8], [-0.1, 0.0, 0.0], [0.0, 0.0, 0.0]],
  "nbo_charge": [-0.664, -0.229, 0.054, -0.718, 0.230, 0.221, 0.220, 0.218, 0.168, 0.483, -0.767, 0.712, -0.473, 0.280, 0.264]
}

***

No. 2
{
  "formula": "C5H4F5N2",
  "method": "the ωB97M-V functional and the def2-TZVPD basis",
  "energy_ha": -801.46987,
  "molar_mass_g_mol": 187.09,
  "homo_lumo_gap_ev": 10.1847,
  "homo_ev": -16.306,
  "smiles": "FC1=[NH+][C@](F)(C(F)(F)F)CC=N1",
  "de_lowest_kcal_mol": 0.0,
  "total_charge": 1,
  "fmax_ev_per_a": 3.77,
  "symbols": ["F", "C", "N", "C", "F", "C", "F", "F", "F", "C", "C", "N", "H", "H", "H", "H"],
  "xyz": [[1.696, -2.571, -0.596], [1.292, -1.453, -0.086], [0.070, -1.309, 0.318], [-0.495, 0.060, 0.391], [-0.791, 0.345, 1.762], [-1.916, 0.066, -0.272], [-1.849, -0.488, -1.400], [-2.795, -0.588, 0.525], [-2.279, 1.331, -0.390], [0.396, 1.193, -0.079], [1.844, 0.759, 0.110], [2.165, -0.454, 0.089], [-0.696, -1.978, 0.175], [0.245, 2.200, 0.400], [0.403, 1.344, -1.283], [2.712, 1.542, 0.337]],
  "atomic_forces_ev_per_a": [[-0.3, 0.8, 0.5], [0.4, 0.4, 0.2], [-2.1, 0.8, -0.7], [-1.2, 1.0, 2.7], [0.8, -0.7, -1.6], [0.3, 1.1, 3.5], [-0.1, -1.6, -3.4], [0.6, 0.3, -0.7], [-0.4, 0.2, 0.0], [2.0, 0.5, -2.8], [0.6, 2.8, 1.0], [1.6, -2.0, -0.6], [0.9, -0.5, 0.2], [-0.4, -1.3, -0.4], [-0.6, -0.2, 2.6], [-2.1, -1.7, -0.5]],
  "nbo_charge": [-0.200, 0.933, -0.536, 0.404, -0.318, 0.954, -0.279, -0.295, -0.285, -0.565, 0.308, -0.485, 0.469, 0.326, 0.306, 0.264]
}

***

No. 3
{
  "formula": "C3H5NO2",
  "method": "the ωB97M-V functional and the def2-TZVPD basis",
  "energy_ha": -322.53371,
  "molar_mass_g_mol": 87.08,
  "homo_lumo_gap_ev": 10.4102,
  "homo_ev": -9.782,
  "smiles": "CNC(=O)C=O",
  "de_lowest_kcal_mol": 25.5,
  "fmax_ev_per_a": 0.62,
  "symbols": ["C", "N", "C", "O", "C", "O", "H", "H", "H", "H", "H"],
  "xyz": [[-0.862, -0.819, 1.262], [-0.416, -0.528, -0.091], [0.557, 0.396, -0.250], [1.160, 0.913, 0.679], [0.973, 1.011, -1.578], [0.276, 1.777, -2.195], [-0.570, 0.035, 1.874], [-1.948, -0.928, 1.292], [-0.392, -1.717, 1.678], [-0.828, -1.015, -0.873], [2.050, 0.875, -1.797]],
  "atomic_forces_ev_per_a": [[-0.1, 0.0, 0.2], [0.2, 0.2, -0.1], [0.0, 0.1, 0.4], [-0.1, -0.1, -0.1], [-0.2, 0.3, -0.2], [0.2, -0.6, 0.2], [-0.1, -0.2, 0.0], [0.1, 0.0, -0.1], [-0.1, 0.1, -0.1], [0.1, 0.3, 0.0], [-0.1, 0.0, -0.1]],
  "nbo_charge": [-0.426, -0.595, 0.560, -0.595, 0.359, -0.485, 0.240, 0.205, 0.199, 0.407, 0.131]
}